Entry from the Open Molecules 2025 dataset: 10 unconnected molecules or ions with the total composition C36H58N6O12 (ωB97M-V/def2-TZVPD).

Structure (XYZ):
```
112
Properties=species:S:1:pos:R:3
C 3.6443 -2.4258 2.3187
C 4.6130 -1.9668 3.4773
C 4.5746 -0.4771 3.7021
C 4.7467 0.4607 2.5943
N 4.9205 1.1137 1.6063
H 3.7854 -3.5024 2.4144
H 3.7665 -2.2114 1.2570
H 2.6029 -2.2654 2.5977
H 5.6251 -2.3597 3.3811
H 4.2127 -2.4800 4.3517
H 5.2094 -0.1964 4.5425
H 3.5639 -0.3110 4.0748
C -4.5595 4.5330 3.7394
C -3.9840 3.2969 2.9595
C -2.4210 3.4214 2.9149
C -2.0127 4.7278 2.3701
N -1.5745 5.7192 1.9292
H -5.6000 4.4486 4.0531
H -4.5276 5.4873 3.2138
H -4.0548 4.6018 4.7031
H -4.4530 3.2145 1.9790
H -4.2939 2.3960 3.4889
H -1.9436 2.6198 2.3514
H -1.9351 3.2842 3.8809
C 0.6755 -4.8090 -4.0222
C 0.4887 -3.2697 -3.9388
C 0.3822 -2.6910 -2.5320
C -0.7863 -3.2844 -1.8029
N -1.7457 -3.6360 -1.2616
H -0.0081 -5.2591 -3.3024
H 1.6321 -5.1790 -3.6532
H 0.5463 -5.1942 -5.0337
H -0.3314 -2.9161 -4.5638
H 1.3300 -2.8374 -4.4805
H 0.1948 -1.6197 -2.4585
H 1.2867 -2.9808 -1.9971
C 0.1657 1.2337 -4.1410
C 1.1745 0.6978 -5.1445
C 0.7701 0.6646 -6.6096
C -0.4739 0.0042 -6.8244
N -1.4141 -0.6336 -6.9702
H 0.4225 1.1718 -3.0835
H -0.7412 0.6293 -4.1574
H -0.1223 2.2448 -4.4288
H 1.4520 -0.3183 -4.8637
H 2.1467 1.1618 -4.9784
H 1.6205 0.2536 -7.1535
H 0.5923 1.6530 -7.0332
C 2.6449 7.3454 -0.2808
C 1.1549 7.3125 0.0863
C 0.4197 6.0605 -0.5740
C 1.0550 4.7905 -0.1453
N 1.6160 3.8376 0.2507
H 3.1017 6.4561 0.1534
H 3.1334 8.1739 0.2320
H 2.9093 7.4719 -1.3307
H 0.7521 8.2027 -0.3969
H 0.9982 7.3875 1.1623
H 0.5679 6.0360 -1.6536
H -0.6226 6.1525 -0.2686
C -4.9545 -0.9620 2.3467
C -3.8660 -1.8124 1.6170
C -3.7085 -3.2705 2.0729
C -4.9068 -4.1045 1.7505
N -5.8243 -4.7673 1.4805
H -5.2419 -0.0886 1.7614
H -4.7822 -0.7065 3.3922
H -5.8600 -1.5683 2.3196
H -2.9279 -1.3385 1.9062
H -3.9359 -1.8068 0.5293
H -3.6523 -3.2770 3.1614
H -2.7888 -3.6689 1.6445
C -3.3739 0.7883 -1.9957
C -4.4192 1.7558 -1.5453
O -3.6339 2.8319 -1.0820
C -2.3631 2.7108 -1.3520
O -1.5461 3.6088 -1.1037
O -2.1425 1.5080 -1.9240
H -3.5445 0.5353 -3.0422
H -3.2821 -0.0066 -1.2556
H -5.0564 1.3542 -0.7573
H -4.9351 2.0592 -2.4563
C -0.1157 -6.0876 3.3998
C 0.5412 -4.8002 3.5956
O 0.7213 -4.8429 5.0366
C 0.3770 -6.0135 5.5875
O 0.4632 -6.2572 6.8088
O 0.0341 -6.8225 4.5911
H 0.3184 -6.6994 2.6089
H -1.1372 -5.9277 3.0547
H -0.1024 -3.9674 3.3120
H 1.4471 -4.5826 3.0299
C 0.9611 0.6088 0.2172
C -0.0403 0.7595 1.3397
O -0.3859 -0.5602 1.6309
C 0.3888 -1.4461 0.9599
O 0.3494 -2.6790 0.9722
O 1.2776 -0.7335 0.2238
H 1.8572 1.2150 0.3503
H 0.4276 0.7968 -0.7145
H -0.8692 1.3923 1.0224
H 0.3202 1.1840 2.2767
C 4.6860 -0.7664 -1.4565
C 4.1807 -0.1241 -2.7332
O 3.4860 -1.0964 -3.3623
C 3.9990 -2.3008 -2.9572
O 3.7416 -3.3933 -3.4705
O 4.7262 -2.0742 -1.8145
H 3.9669 -0.5870 -0.6572
H 5.7282 -0.4839 -1.3075
H 5.0208 0.3891 -3.2012
H 3.4834 0.6840 -2.5123
```

The value obtained for the energy above the lowest of the compared OMol25 structures with the same formula, charge and spin is 39.9 kcal per mole. Its total energy is -71779.69230 eV. As for the SMILES: O=C1OCCO1.O=C1OCCO1.O=C1OCCO1.O=C1OCCO1.CCCC#N.CCCC#N.CCCC#N.CCCC#N.CCCC#N.CCCC#N. Its charge is 0.

Entry from the Open Molecules 2025 dataset: a molecular structure, C36H59N7PRuS2SbSi3 (ωB97M-V/def2-TZVPD).

Structure (XYZ):
```
110
Properties=species:S:1:pos:R:3
Ru 0.1305 0.9347 -0.2837
C -2.3158 3.6676 3.2418
Sb -0.9603 2.2616 2.3864
C -1.4596 2.2330 0.2924
C -2.7277 1.4781 0.4069
C -3.5822 1.1499 -0.6524
C -4.7249 0.4196 -0.3892
C -5.0160 0.0183 0.9135
C -4.1318 0.3711 1.9106
N -3.0240 1.0726 1.6553
Si -1.3705 3.8266 -0.7420
C -1.8954 3.4784 -2.5078
C -2.5176 5.1257 -0.0537
C 0.4187 4.3816 -0.7331
C 1.1733 2.6585 2.9056
C 2.1885 2.4516 1.8109
C 3.4680 2.9979 1.9890
C 4.4877 2.7616 1.0928
C 4.2501 1.9360 0.0017
C 2.9907 1.4044 -0.1181
N 1.9753 1.6573 0.7370
Si 1.1663 4.4141 3.7828
C 0.1668 4.2511 5.3566
C 2.8118 5.1165 4.3346
C 0.4809 5.6832 2.5906
Si 1.6150 1.2380 4.1865
C 0.1496 0.7218 5.2297
C 2.1982 -0.2547 3.1979
C 3.0190 1.7371 5.3017
H -3.1075 3.7706 2.5028
H -1.8528 4.6250 3.4544
H -2.7188 3.2302 4.1530
H -3.3477 1.4666 -1.6582
H -5.3997 0.1660 -1.1968
H -5.9114 -0.5389 1.1472
H -4.3053 0.1011 2.9458
H -2.9815 3.4855 -2.6133
H -1.5230 2.5266 -2.8940
H -1.5141 4.2762 -3.1510
H -3.5420 4.7471 -0.0063
H -2.5260 5.9895 -0.7235
H -2.2458 5.4909 0.9372
H 1.0472 3.7207 -1.3356
H 0.8479 4.4270 0.2693
H 0.4962 5.3826 -1.1648
H 3.6601 3.6072 2.8549
H 5.4612 3.2073 1.2509
H 5.0155 1.7103 -0.7266
H 2.7638 0.7231 -0.9329
H 0.7685 3.7845 6.1396
H -0.7762 3.7134 5.2987
H -0.0621 5.2625 5.7040
H 3.4382 4.4478 4.9228
H 2.5480 5.9552 4.9870
H 3.4015 5.5364 3.5191
H -0.3780 5.3734 1.9955
H 1.2633 5.9984 1.8960
H 0.1867 6.5721 3.1554
H -0.6150 0.1729 4.6746
H -0.3309 1.5540 5.7424
H 0.5225 0.0480 6.0067
H 1.5437 -0.5114 2.3620
H 2.2491 -1.1116 3.8759
H 3.2012 -0.0822 2.7976
H 2.7507 2.5229 6.0073
H 3.9137 2.0475 4.7601
H 3.2899 0.8573 5.8925
C -1.1463 -1.6849 2.2546
C -1.3115 -1.9312 0.7945
N -0.7875 -1.1984 -0.1608
C -1.0908 -1.7082 -1.4126
C -1.8531 -2.8299 -1.3939
S -2.2144 -3.2624 0.2166
C -0.5829 -1.0023 -2.5884
C -0.7445 -1.3327 -3.8939
S 0.0524 -0.1966 -4.8870
C 0.5591 0.6798 -3.5156
N 0.1556 0.1477 -2.3817
C 1.3523 1.9361 -3.6338
H -2.1058 -1.7263 2.7687
H -0.7072 -0.7027 2.4101
H -0.4944 -2.4350 2.7067
H -2.2346 -3.3971 -2.2273
H -1.2805 -2.1670 -4.3160
H 2.0258 1.8964 -4.4883
H 1.9396 2.0985 -2.7313
H 0.6895 2.7922 -3.7709
C 3.2763 -6.0086 -0.6518
N 4.4788 -5.0631 -0.8217
C 5.1875 -4.9498 0.5399
N 4.2786 -4.5179 1.5394
C 3.1536 -5.4434 1.6426
N 2.4195 -5.5487 0.3823
C 1.7189 -4.3098 0.0400
P 2.8509 -2.8476 -0.1858
C 4.0458 -3.7163 -1.3281
C 3.8476 -3.1308 1.3643
H 3.6932 -6.9853 -0.4065
H 2.7667 -6.0527 -1.6135
H 5.1278 -5.4793 -1.4922
H 6.0146 -4.2527 0.4126
H 5.5708 -5.9453 0.7637
H 2.4779 -5.1034 2.4253
H 3.5296 -6.4300 1.9159
H 1.0076 -4.0806 0.8368
H 1.1334 -4.4595 -0.8705
H 4.9403 -3.1072 -1.4632
H 3.5873 -3.8627 -2.3069
H 3.2408 -2.8387 2.2230
H 4.7209 -2.4748 1.3605
```

The value obtained for the energy above the lowest of the compared OMol25 structures with the same formula, charge and spin is 0.0 kcal per mole. Its total energy is -112410.37113 eV. The expectation value of S² is 8.77. Its spin multiplicity is 6. Its charge is +3.

Entry from the Open Molecules 2025 dataset: a molecular structure, C36H60F36N9O27S12 (ωB97M-V/def2-TZVPD).

Structure (XYZ):
```
180
Properties=species:S:1:pos:R:3
C -5.5439 0.3788 -5.7891
C -4.0269 0.2939 -5.7358
N -3.3082 -0.9380 -6.2561
C -3.6271 -2.0638 -5.3365
C -3.9581 -1.2809 -7.5539
C -3.7911 -0.2668 -8.6439
C -1.8572 -0.6675 -6.4854
C -0.9260 -0.5165 -5.3468
O -1.0151 0.7352 -4.7155
C -0.2343 0.8658 -3.5493
H -5.8768 1.1500 -5.0980
H -6.0142 -0.5317 -5.4151
H -6.0114 0.6937 -6.6971
H -3.7351 0.3399 -4.6674
H -3.6009 1.1625 -6.2619
H -3.1722 -2.9950 -5.7290
H -4.7190 -2.2099 -5.2687
H -3.1960 -1.8400 -4.3568
H -5.0117 -1.4232 -7.2461
H -3.5717 -2.2688 -7.8549
H -2.7649 -0.0509 -8.8871
H -4.3299 0.6764 -8.4616
H -4.1288 -0.6746 -9.6023
H -1.7317 0.2657 -7.0472
H -1.5649 -1.5287 -7.0778
H 0.0363 -0.6248 -5.8604
H -1.0035 -1.2700 -4.5607
H 0.8596 0.7275 -3.7071
H -0.5737 0.1682 -2.7777
H -0.3805 1.8792 -3.1810
C 0.8217 6.7711 2.9547
C 1.6655 6.0654 3.9399
N 1.1103 5.4995 5.2088
C 0.7752 6.6139 6.0962
C -0.1149 4.7085 4.9348
C -0.0656 3.4843 4.1003
C 2.0662 4.5906 5.8322
C 3.3854 5.1825 6.4813
O 2.9735 5.9113 7.6147
C 4.0041 5.8821 8.6343
H 0.2740 6.0973 2.2733
H 1.5982 7.2267 2.3114
H 0.2337 7.5845 3.3149
H 2.3406 6.8736 4.2074
H 2.2213 5.2891 3.4512
H 1.6566 7.1805 6.3036
H 0.3456 6.1045 6.9771
H -0.0171 7.1803 5.5735
H -0.6591 5.4035 4.3159
H -0.5546 4.4700 5.9051
H 0.1495 3.7301 3.0746
H -1.0640 3.0776 4.2005
H 0.6891 2.7740 4.4145
H 2.4555 3.9775 5.0602
H 1.5586 4.0270 6.6256
H 3.9325 5.8276 5.7960
H 3.9137 4.2877 6.7980
H 5.0324 6.0126 8.2058
H 3.9494 4.8923 9.1453
H 3.7508 6.6899 9.3029
C -2.1544 0.9264 2.3892
C -2.1387 -0.3747 1.6059
N -0.8679 -1.1907 1.7821
C 0.3167 -0.4228 1.3223
C -0.5758 -1.3667 3.2278
C -1.5608 -2.1024 4.1579
C -1.0913 -2.5044 1.2264
C -1.5344 -2.6769 -0.2123
O -0.5854 -2.0429 -1.0527
C -0.1493 -2.8253 -2.1215
H -1.5753 1.7199 1.8847
H -1.9045 0.7845 3.4317
H -3.1974 1.2362 2.3566
H -2.3430 -0.2144 0.5406
H -2.9858 -1.0412 1.9236
H 0.5099 0.4240 1.9686
H 0.0732 0.0048 0.3322
H 1.1562 -1.0911 1.2118
H -0.4594 -0.3794 3.6466
H 0.3779 -1.8887 3.2697
H -2.6483 -1.8734 3.9751
H -1.3506 -1.8021 5.1851
H -1.5213 -3.1947 4.1604
H -1.9165 -2.8962 1.7945
H -0.1879 -3.0924 1.3981
H -2.5482 -2.4201 -0.5376
H -1.4982 -3.7581 -0.2981
H 0.5798 -2.2559 -2.6466
H -0.9797 -3.0728 -2.8003
H 0.2151 -3.8229 -1.8522
C 1.2807 -3.5368 -6.1977
F 1.0694 -2.4576 -5.4355
F 2.5137 -3.5388 -6.7283
F 1.1712 -4.6079 -5.3290
S -0.0228 -3.6593 -7.4980
O 0.1820 -4.8801 -8.1951
O -1.3269 -3.5256 -6.8642
N 0.3657 -2.3671 -8.2372
S 0.4853 -1.8017 -9.6569
O 1.4544 -2.4212 -10.4927
O -0.8183 -1.5464 -10.2616
C 1.2049 -0.1529 -9.1586
F 2.4046 -0.2230 -8.6158
F 1.3596 0.5839 -10.2999
F 0.3797 0.5776 -8.3511
C 3.3667 -3.8385 4.1732
F 3.8196 -4.9532 3.5262
F 3.9940 -3.8028 5.4486
F 3.8262 -2.6151 3.6315
S 1.5407 -3.7855 4.4213
O 1.2107 -2.6753 5.2349
O 1.0048 -3.8893 3.1357
N 1.4227 -5.1680 5.2065
S 0.4596 -6.2703 4.6914
O -0.9578 -5.9172 4.9435
O 0.7316 -6.9412 3.4151
C 1.0096 -7.4317 6.0482
F 1.0282 -6.8637 7.3008
F 0.1822 -8.5079 6.1341
F 2.2235 -7.7958 5.7932
C 6.2631 -4.4691 -3.8070
F 6.5894 -3.2879 -4.4067
F 4.9185 -4.5141 -3.8323
F 6.7723 -5.3723 -4.7317
S 7.0837 -4.4497 -2.1591
O 7.1102 -5.8045 -1.7983
O 8.3331 -3.8046 -2.2612
N 5.9984 -3.5927 -1.4949
S 4.5961 -3.7623 -0.8722
O 3.4334 -4.1707 -1.6538
O 4.6206 -4.2206 0.4674
C 4.2552 -1.9026 -0.6439
F 5.3214 -1.2688 -0.0883
F 4.0758 -1.2885 -1.8022
F 3.1614 -1.6049 0.0720
C 0.9598 0.8923 6.6816
F 0.5795 -0.1539 7.4659
F 0.6734 0.4778 5.4132
F 0.1215 1.9874 6.9992
S 2.7881 1.3538 6.9005
O 2.8937 2.4816 7.7223
O 3.3519 0.1581 7.4148
N 3.0113 1.7235 5.4400
S 3.5546 0.9539 4.1692
O 4.6161 0.0537 4.5582
O 2.5643 0.5501 3.2157
C 4.2443 2.5234 3.3019
F 5.2009 3.0308 4.0851
F 4.8114 2.1887 2.1294
F 3.2790 3.3959 3.0457
C -5.1315 0.6203 -1.8492
F -3.9958 0.0161 -2.2508
F -4.9165 0.9897 -0.5486
F -5.3130 1.7357 -2.5998
S -6.5870 -0.6263 -2.0122
O -7.7626 -0.0442 -1.5273
O -6.6116 -1.0974 -3.3658
N -5.9447 -1.6158 -1.0339
S -5.9817 -3.1446 -0.8285
O -7.2197 -3.7872 -1.2172
O -4.7679 -3.7880 -1.2343
C -6.0538 -2.9557 1.0664
F -4.8930 -2.3557 1.4783
F -7.0800 -2.1047 1.4669
F -6.1336 -4.1351 1.7090
C -2.4173 3.6697 -1.1754
F -3.7592 3.9265 -1.0358
F -2.1465 2.7789 -0.2486
F -2.2986 3.1729 -2.3909
S -1.3062 5.2780 -0.8973
O -1.4939 6.1646 -1.9926
O -1.7716 5.7518 0.3634
N 0.0752 4.6386 -0.9622
S 1.3463 4.0718 -0.0407
O 2.1857 5.1845 0.4774
O 1.0396 2.9792 0.9293
C 2.3442 3.2190 -1.4175
F 1.7868 2.0627 -1.7138
F 2.3469 3.9706 -2.5591
F 3.6091 2.9453 -1.0565
```

The value obtained for the energy above the lowest of the compared OMol25 structures with the same formula, charge and spin is 0.0 kcal per mole. Its total energy is -334843.84555 eV. Its charge is -3.